# 1
The following is a quantum chemistry calculation of C10H45BN18O12Si2 as an isolated structure in a non-equilibrium geometry, from the Open Molecules 2025 dataset.

XYZ file:
```
88
Properties=species:S:1:pos:R:3:forces:R:3
N 0.023 1.648 -0.540 0.2 0.2 -0.2
H 1.712 -3.759 6.824 0.2 0.0 -0.1
H 5.447 -4.621 3.745 0.0 0.0 0.0
H 3.980 1.166 -5.443 0.0 0.0 0.0
O 2.235 2.715 3.654 0.0 0.2 0.1
H 0.661 7.643 5.354 0.0 0.0 0.0
N 0.341 -5.645 9.011 -0.2 -0.1 0.2
H 0.811 6.295 4.284 0.0 -0.1 0.0
H 0.274 0.854 -5.370 -0.2 0.0 0.4
H -0.413 -5.639 9.672 0.0 0.0 0.0
C 1.816 6.160 6.116 0.2 0.0 0.4
H -4.802 -1.036 -5.339 0.0 0.1 0.1
H 0.727 -2.151 5.758 -0.2 0.1 0.0
O -1.543 3.528 -5.801 -0.5 -0.7 1.3
H -3.224 2.808 -2.322 -0.2 0.0 -0.2
H 1.420 1.110 4.575 0.1 0.1 0.0
H 3.732 -4.478 3.892 0.0 0.0 0.0
O -0.194 -3.529 8.381 0.1 -0.2 0.0
C 3.251 2.831 2.972 0.1 -0.1 -0.3
H -5.034 -0.019 -11.153 0.0 0.0 0.0
H -0.450 0.667 1.738 0.1 -0.1 0.0
N 2.294 4.924 5.803 0.1 -0.1 -0.1
C -3.919 0.726 -9.546 0.1 0.0 0.2
N 3.213 3.270 1.687 -0.2 0.1 0.0
H -2.664 -0.221 -5.878 0.1 0.3 0.1
N 5.831 -5.511 6.082 0.0 -0.1 0.2
H 0.092 2.060 -1.455 0.0 0.0 0.0
H 2.164 -5.369 7.261 -0.3 0.5 0.1
H 0.851 1.282 -0.107 0.0 -0.1 0.0
N 0.862 -2.046 4.768 0.1 -0.3 0.0
N -6.981 -4.561 -3.389 -0.1 -0.3 0.0
N 4.617 -4.727 4.295 -0.2 0.0 -0.1
C -6.677 -3.368 -3.979 0.1 0.1 -0.3
B -1.633 2.773 -4.594 2.2 0.4 -1.3
H 5.328 2.612 2.911 0.0 0.0 -0.1
C -0.116 0.954 -4.341 0.0 -0.4 0.7
O -0.416 2.318 -4.024 -1.0 0.2 -0.7
O 2.068 6.717 7.176 -0.1 -0.1 -0.2
O 1.298 -0.752 2.953 -0.1 -0.1 0.0
H 0.913 -6.463 8.933 0.1 0.0 -0.1
H 4.546 2.198 4.394 0.0 0.0 0.0
H -6.418 -1.406 -3.533 0.1 0.0 0.0
H 4.657 -1.392 -3.116 0.0 0.0 0.0
O 3.501 0.663 -2.340 0.1 0.0 -0.2
H 4.815 -0.917 -4.768 0.0 0.0 0.0
N 4.503 -0.714 -3.838 0.1 -0.2 0.1
C 4.611 -5.189 5.573 0.0 -0.1 0.0
O -6.454 -3.270 -5.176 -0.1 -0.1 0.2
H -7.016 -5.369 -3.981 0.0 0.0 0.0
H 0.790 -2.853 4.178 -0.1 0.0 0.0
Si -3.378 2.451 -3.742 -1.0 -0.4 1.5
H -2.147 1.000 1.725 0.0 0.0 0.0
H -4.346 3.402 -4.336 -0.2 -0.2 -0.2
N 1.226 0.215 4.999 0.1 0.2 -0.1
Si -3.998 0.205 -5.397 -0.1 -1.0 1.0
N -4.352 -0.204 -10.443 0.0 -0.2 -0.1
H 2.099 4.449 4.938 0.0 -0.2 0.0
H -3.958 -1.123 -10.376 0.0 0.0 0.0
O -3.086 0.471 -8.689 -0.1 0.1 -0.1
N 4.487 2.527 3.449 0.0 0.0 0.2
C 0.524 -4.518 8.263 0.0 0.5 -0.3
H 2.313 3.499 1.306 0.0 0.0 0.0
C 3.872 0.441 -3.483 -0.1 0.1 0.2
N -4.483 1.961 -9.672 0.0 0.2 0.1
O -3.900 0.820 -3.806 0.3 1.0 -1.9
H -4.187 2.668 -9.026 0.0 0.0 0.0
N -1.256 1.042 1.270 0.0 0.0 0.2
H 4.025 3.371 1.109 0.0 -0.1 0.0
H 2.872 4.473 6.486 0.0 0.0 0.0
H -7.167 -4.668 -2.411 0.0 0.0 0.0
O -2.205 2.065 -0.524 0.3 -0.1 0.3
C 1.138 -0.854 4.166 0.0 0.2 0.0
N 1.556 -4.572 7.383 -0.7 -0.4 0.7
C -1.213 1.614 0.036 -0.2 0.0 -0.1
H 3.222 2.190 -4.276 0.0 0.0 0.0
H 5.860 -5.854 7.023 0.0 0.0 0.0
H 1.104 0.158 5.993 -0.1 -0.1 0.0
N -6.641 -2.299 -3.135 0.0 0.2 0.0
N 3.685 1.328 -4.500 -0.1 0.3 0.0
H -1.016 0.329 -4.201 0.3 0.1 -0.2
N 1.032 6.733 5.158 -0.1 0.2 -0.2
H -1.366 2.958 -6.552 0.3 0.0 -0.3
H -6.820 -2.361 -2.152 0.0 0.0 0.0
H -5.167 2.193 -10.365 0.0 0.0 0.0
H -4.650 1.102 -6.356 0.0 0.4 0.1
O 3.576 -5.305 6.224 1.1 -0.2 -0.8
H 0.629 0.597 -3.609 -0.1 0.2 -0.4
H 6.688 -5.424 5.571 0.0 0.0 0.0
```
Forces are in eV/Å.

- E_tot (eV) = -78935.179
- strongest force on any atom (eV/Å) = 2.57
- charge = 0

=====

# 2
The following is a quantum chemistry calculation of a 2-piece molecular cluster, C35H31F2N2 overall in a non-equilibrium geometry, from the Open Molecules 2025 dataset.

XYZ file:
```
70
Properties=species:S:1:pos:R:3:forces:R:3
H 2.488 -3.787 -0.828 -0.1 -0.2 -0.1
H 1.427 -3.141 1.807 0.3 0.3 -0.4
H 4.601 -0.253 2.239 -0.2 0.0 0.0
C -1.890 -7.551 -0.313 0.2 0.0 0.7
C 2.201 -9.162 -1.142 -0.3 0.0 0.4
C -1.089 -5.584 -2.616 -0.5 0.1 0.0
C -4.076 -0.905 1.923 0.1 0.0 0.0
C -1.507 -6.629 -3.453 -0.2 0.3 0.4
H 1.172 -4.512 0.931 0.0 -0.4 -0.1
H 3.809 -2.649 2.186 -0.4 0.3 0.0
H 2.690 -9.270 -2.109 -0.2 -0.2 0.2
H 1.031 -3.976 -2.625 0.0 -0.2 0.0
C 0.546 -8.054 0.230 -0.6 0.3 0.1
F 2.968 1.794 2.009 -0.5 -1.5 -0.2
H -2.864 -2.630 1.434 -0.1 0.4 0.0
H -1.568 -3.606 -1.888 0.0 0.1 0.1
C -1.708 -0.795 1.228 -0.7 0.6 -0.4
C 0.833 -1.121 1.280 1.2 0.6 0.3
C 1.287 0.220 1.476 0.0 -0.2 0.0
C -3.070 -9.405 -1.319 -0.2 0.1 0.1
H 1.802 -6.132 0.725 -0.3 0.2 -0.2
C 1.792 -2.128 1.643 -0.7 -0.1 -0.2
H -5.063 -6.647 -1.143 0.3 -0.3 0.1
C -3.044 -6.764 -0.395 0.0 -0.3 -0.3
H 0.650 -7.820 -1.888 0.5 -0.3 0.3
H -3.864 -3.644 -2.895 0.0 -0.2 -0.2
C 1.297 -4.971 -2.228 -0.5 -0.1 -0.1
C 1.012 -8.700 1.373 0.1 0.1 -0.3
H -3.045 -10.434 -1.671 -0.2 0.2 0.1
C 3.110 -1.835 1.972 0.1 0.3 0.0
C -1.900 -4.451 -2.475 -0.4 -0.6 -0.3
C -4.196 -8.602 -1.489 0.1 0.1 -0.1
H -0.878 -7.496 -3.624 0.0 0.1 0.1
C -2.908 -1.538 1.504 0.4 -0.1 -0.4
C -0.079 -5.687 -0.349 -0.2 0.4 -0.4
N -3.583 -5.526 -3.733 -1.4 -0.1 -0.6
C 2.592 0.479 1.862 0.3 1.1 -0.3
H 3.487 -10.546 -0.096 -0.2 0.3 0.1
C 2.163 -4.827 -0.971 0.4 0.0 -0.3
F -0.840 -6.688 1.651 0.1 0.1 -0.5
H -4.965 -1.497 2.154 0.4 0.1 -0.1
H -2.942 2.309 2.035 -0.1 -0.3 -0.2
C 2.073 -9.599 1.243 0.0 0.0 -0.1
H -5.084 -8.995 -1.995 0.3 0.2 0.2
H 1.831 -5.526 -3.018 -0.3 0.2 0.2
C -1.942 -8.890 -0.684 -0.2 -0.1 -0.4
C -1.797 0.620 1.393 0.0 -0.1 0.5
C 2.659 -9.839 -0.005 0.2 0.1 0.0
H -0.811 -4.897 -0.087 0.0 -0.2 0.2
H 3.083 -5.419 -1.071 -0.3 0.1 0.1
C 1.102 -8.313 -1.026 0.3 -0.2 0.1
N 0.072 -5.714 -1.815 1.3 0.1 0.3
C -2.958 1.234 1.847 0.3 0.1 -0.3
H -3.204 -7.412 -4.542 0.0 0.4 0.1
H -5.041 0.989 2.389 0.3 -0.2 -0.1
H 0.617 1.050 1.290 0.8 -0.1 0.0
H -0.925 1.223 1.166 -0.8 0.0 0.1
H 0.558 -8.501 2.347 0.2 -0.1 -0.4
C -0.497 -1.459 0.839 -0.1 0.2 1.4
C 1.313 -5.306 0.197 -0.3 0.1 0.5
H -1.091 -9.543 -0.500 -0.2 0.2 -0.2
H -0.604 -2.382 0.271 0.0 -0.3 0.5
C 3.566 -0.508 2.026 -0.9 -0.4 0.0
C -0.591 -7.010 0.285 0.4 -0.7 -0.1
C -3.177 -4.480 -3.038 1.1 -0.1 0.1
C -2.806 -6.575 -3.964 0.9 0.5 0.3
C -4.184 -7.285 -1.014 0.0 0.1 0.2
H -3.047 -5.751 0.016 0.0 -0.3 -0.3
H 2.441 -10.092 2.140 0.0 -0.1 -0.3
C -4.126 0.491 2.063 0.6 -0.4 0.2
```
Forces are in eV/Å.

- E_tot (eV) = -45204.361
- strongest force on any atom (eV/Å) = 1.54
- charge = +1

=====

# 3
The following is a quantum chemistry calculation of a 2-piece molecular cluster, C14H20BrNO2 overall in a non-equilibrium geometry, from the Open Molecules 2025 dataset.

XYZ file:
```
38
Properties=species:S:1:pos:R:3:forces:R:3
C -1.984 1.604 0.630 6.6 -0.4 -7.6
H 3.436 -2.020 -0.636 -0.3 3.3 2.1
H 0.222 2.788 -0.643 -0.1 0.0 0.2
O 1.614 1.720 1.225 2.6 4.4 6.0
H 1.817 -1.688 1.418 0.3 0.6 -0.3
H 2.467 -0.289 1.851 1.6 5.8 7.4
C -3.173 1.117 0.735 -1.6 -3.7 -2.9
C 3.507 -1.125 0.254 4.3 -3.2 2.2
H 4.168 -1.881 1.058 -1.3 2.4 -2.1
H -3.238 -0.969 -1.982 -3.8 -7.3 -7.3
C -3.761 0.133 -0.038 2.9 -3.5 -6.8
C 2.317 -0.743 1.069 -3.9 -8.2 -10.6
H -1.138 -0.178 -2.225 0.7 0.1 -0.3
H 7.674 0.272 -1.749 -0.9 3.5 -3.9
C 4.349 0.212 -0.067 1.7 -4.1 -1.7
C -1.671 0.226 -1.368 0.5 -0.9 -2.9
H -3.682 1.340 1.510 -3.8 2.0 5.4
N 1.402 -0.133 0.011 0.7 1.0 3.8
H 4.669 0.851 0.817 -0.6 -0.7 -1.3
H 8.866 -0.109 -0.774 0.1 -0.5 0.9
H 7.849 -1.290 -1.621 0.4 -1.7 -0.5
Br -5.353 -0.913 0.099 0.2 0.9 0.7
H 6.839 0.867 0.624 0.3 -1.8 -2.7
C 7.864 -0.400 -1.057 5.7 -1.4 -2.7
H 6.309 -1.060 1.819 -2.4 0.5 2.5
C 1.082 1.169 0.393 -2.3 -5.4 -8.9
H -1.539 2.473 0.890 0.5 2.6 2.6
C -2.937 -0.385 -1.368 2.3 11.3 14.3
O 5.627 -0.377 -0.785 -3.2 0.6 -0.4
C 7.037 -1.186 1.143 4.1 0.2 -4.6
H 1.025 -0.644 -0.785 0.1 0.2 0.8
C 6.834 -0.347 -0.225 -4.1 4.5 12.4
H 7.035 -2.104 0.641 -0.4 -2.5 0.3
C 0.184 1.688 -0.739 8.0 5.3 -2.8
H 0.631 1.601 -1.854 -0.4 -0.4 2.6
H 3.826 0.605 -0.957 0.4 0.8 0.9
C -1.040 1.260 -0.692 -13.1 -4.4 5.4
H 8.132 -1.091 1.485 -1.9 0.4 -0.2
```
Forces are in eV/Å.

- E_tot (eV) = -90457.847
- strongest force on any atom (eV/Å) = 18.39
- charge = 0

=====

# 4
The following is a quantum chemistry calculation of an isolated ion of composition C4H8NO and charge +1 in a non-equilibrium geometry, from the Open Molecules 2025 dataset.

XYZ file:
```
14
Properties=species:S:1:pos:R:3:forces:R:3
H 1.505 -1.107 0.538 0.9 -1.6 -1.6
H -1.838 -2.215 -0.803 0.3 0.9 0.7
C 1.054 -0.235 0.878 2.1 1.0 0.1
H -1.733 0.288 -0.923 0.2 0.3 -0.8
H 1.736 1.767 -0.799 -2.6 -1.1 0.1
H 0.100 1.661 -1.807 0.9 -0.5 1.6
N 0.146 0.350 -0.077 0.7 -0.2 -0.7
C -0.957 -0.194 -0.358 -1.7 -2.4 2.7
C 0.565 1.557 -0.762 1.1 3.1 -1.3
O -1.691 -2.371 1.198 1.5 4.7 -3.9
H 1.905 0.365 1.243 -0.8 0.5 -0.6
C -1.518 -1.674 0.154 -0.8 -3.5 1.5
H 0.149 2.413 -0.175 0.4 -0.6 -0.3
H 0.577 -0.603 1.694 -2.0 -0.5 2.5
```
Forces are in eV/Å.

- structure (SMILES) = C[N+](C)=CC=O
- E_tot (eV) = -7805.308
- strongest force on any atom (eV/Å) = 6.32
- charge = +1